Entry 1:
This record from the OMol25 dataset describes 6 unconnected molecules or ions with the total composition C40H37BrFNO24S in a non-equilibrium geometry. The level of theory is ωB97M-V with the def2-TZVPD basis set.

```
105
Properties=species:S:1:pos:R:3
C 4.014 -4.654 6.466
C 3.074 -4.553 5.275
F 3.434 -5.545 4.383
C 2.915 -3.195 4.589
C 2.914 -2.034 5.585
O 1.909 -1.096 5.166
S 2.386 -0.384 3.808
O 2.979 0.862 4.165
O 1.263 -0.236 2.943
C 3.713 -1.338 3.044
C 3.903 -2.854 3.478
C 3.781 -3.722 2.199
C 2.391 -4.179 1.796
N 1.523 -3.064 1.392
C 5.386 -2.973 3.950
C 6.409 -3.033 2.831
O 7.102 -4.006 2.663
Br 6.691 -1.505 1.646
H 5.031 -4.885 6.182
H 3.692 -5.503 7.058
H 4.001 -3.801 7.131
H 2.087 -4.832 5.633
H 1.919 -3.167 4.161
H 3.887 -1.560 5.674
H 2.632 -2.359 6.574
H 4.604 -0.762 3.236
H 3.509 -1.281 1.984
H 4.355 -4.628 2.365
H 4.202 -3.215 1.340
H 2.521 -4.797 0.912
H 1.942 -4.842 2.532
H 0.668 -3.418 0.982
H 1.218 -2.601 2.241
H 5.599 -2.097 4.559
H 5.548 -3.862 4.536
C 0.604 -2.517 -3.951
C 0.487 -2.797 -2.643
C -0.401 -3.919 -2.156
O -0.466 -4.149 -0.962
C -1.152 -4.678 -3.142
C -1.031 -4.389 -4.444
C -0.129 -3.292 -4.933
O -0.061 -3.105 -6.133
O -1.689 -5.044 -5.391
O 1.142 -2.108 -1.722
H 1.237 -1.720 -4.314
H -1.796 -5.467 -2.782
H -1.418 -4.636 -6.235
H 0.904 -2.488 -0.855
C 9.266 -6.230 0.541
C 10.159 -5.476 -0.113
C 11.618 -5.829 -0.155
O 12.364 -5.105 -0.785
C 12.059 -7.016 0.562
C 11.166 -7.768 1.219
C 9.701 -7.426 1.240
O 8.952 -8.168 1.846
O 11.501 -8.860 1.893
O 9.813 -4.373 -0.764
H 8.215 -5.981 0.576
H 13.112 -7.254 0.539
H 10.670 -9.209 2.267
H 10.633 -4.012 -1.149
C -0.745 1.633 -1.425
C -1.819 2.412 -1.597
C -2.690 2.823 -0.448
O -3.635 3.549 -0.707
C -2.366 2.338 0.877
C -1.290 1.552 1.063
C -0.397 1.159 -0.092
O 0.567 0.459 0.135
O -0.958 1.086 2.252
O -2.197 2.880 -2.782
H -0.109 1.332 -2.246
H -3.013 2.631 1.691
H -0.138 0.539 2.168
H -2.999 3.417 -2.619
C -7.091 7.441 -0.946
C -6.411 6.303 -1.144
C -5.576 6.084 -2.374
O -4.987 5.026 -2.460
C -5.527 7.137 -3.374
C -6.209 8.272 -3.176
C -7.028 8.500 -1.938
O -7.609 9.565 -1.822
O -6.216 9.272 -4.051
O -6.416 5.298 -0.283
H -7.694 7.612 -0.065
H -4.936 6.963 -4.262
H -6.782 9.964 -3.660
H -5.828 4.609 -0.659
C -10.533 8.113 -5.212
C -11.603 8.907 -5.356
C -12.461 9.303 -4.186
O -13.405 10.040 -4.397
C -12.121 8.781 -2.874
C -11.053 7.986 -2.730
C -10.182 7.611 -3.896
O -9.219 6.899 -3.679
O -10.687 7.475 -1.562
O -11.981 9.399 -6.527
H -9.908 7.824 -6.045
H -12.753 9.059 -2.043
H -9.886 6.945 -1.737
H -12.775 9.937 -6.348
```

- SMILES: C[C@H](F)[C@H]1COS(=O)(=O)C[C@@]1(CCN)CC(=O)Br.O=C1C=C(O)C(=O)C=C1O.O=C1C=C(O)C(=O)C=C1O.O=C1C=C(O)C(=O)C=C1O.O=C1C=C(O)C(=O)C=C1O.O=C1C=C(O)C(=O)C=C1O
- Lowest unoccupied orbital energy: -0.0558 Eh
- Orbital gap: 7.71 eV

***

Entry 2:
This record from the OMol25 dataset describes a molecular structure, C40H37BrIMoN2O2PS2. The level of theory is ωB97M-V with the def2-TZVPD basis set.

```
87
Properties=species:S:1:pos:R:3
Mo 0.376 0.393 0.031
O -0.062 -0.902 1.242
P -0.415 -1.873 2.514
C 0.762 -3.180 2.475
C 1.905 -3.108 3.281
C 2.846 -4.122 3.222
C 2.653 -5.199 2.364
C 1.524 -5.268 1.553
C 0.576 -4.264 1.604
C -0.267 -0.850 3.949
C -0.213 0.543 3.871
C -0.196 1.292 5.035
C -0.240 0.658 6.271
C -0.305 -0.727 6.351
C -0.322 -1.487 5.193
C -2.073 -2.411 2.196
C -3.016 -1.481 1.733
C -4.348 -1.844 1.645
C -4.750 -3.117 2.044
C -3.823 -4.030 2.528
C -2.482 -3.683 2.611
H 2.047 -2.280 3.964
H 3.720 -4.085 3.857
H 3.384 -5.997 2.333
H 1.380 -6.117 0.898
H -0.311 -4.330 0.985
H -0.209 1.049 2.910
H -0.165 2.372 4.985
H -0.232 1.247 7.178
H -0.346 -1.216 7.315
H -0.379 -2.568 5.264
H -2.718 -0.474 1.465
H -5.082 -1.132 1.292
H -5.796 -3.390 1.994
H -4.143 -5.011 2.852
H -1.769 -4.396 3.005
Br 1.912 -1.901 -1.157
C 3.545 -0.951 -1.470
C 4.253 -1.247 -2.619
C 5.436 -0.562 -2.876
C 5.885 0.416 -2.003
C 5.168 0.711 -0.849
C 4.001 0.015 -0.583
I 3.039 0.386 1.256
H 3.899 -2.006 -3.303
H 6.004 -0.801 -3.765
H 6.803 0.950 -2.209
H 5.537 1.456 -0.156
S -1.520 0.434 -1.369
C -1.694 -1.140 -2.180
N -1.885 -2.238 -1.478
C -2.172 -3.541 -2.119
C -2.838 -3.310 -3.465
C -2.023 -2.340 -4.300
N -1.710 -1.140 -3.491
H -2.018 -2.143 -0.479
H -2.825 -4.092 -1.445
H -1.237 -4.094 -2.225
H -3.850 -2.927 -3.321
H -2.920 -4.257 -3.995
H -2.580 -2.002 -5.171
H -1.086 -2.780 -4.642
H -1.543 -0.266 -3.968
O 0.840 2.088 -0.522
S 1.382 3.585 -0.885
C 2.016 4.174 0.637
C 3.227 4.849 0.512
C 3.769 5.453 1.640
C 3.113 5.352 2.857
C 1.906 4.656 2.966
C 1.339 4.070 1.853
C -0.073 4.470 -1.262
C -1.223 4.450 -0.469
C -2.266 5.282 -0.818
C -2.148 6.132 -1.921
C -0.999 6.141 -2.697
C 0.054 5.294 -2.380
H 3.735 4.913 -0.443
H 4.700 5.996 1.564
H 3.537 5.823 3.734
H 1.406 4.600 3.923
H 0.384 3.565 1.925
H -1.301 3.811 0.400
H -3.172 5.291 -0.227
H -2.968 6.792 -2.173
H -0.921 6.797 -3.552
H 0.952 5.282 -2.985
```

- Multiplicity: 3
- Charge: +4
- Lowest unoccupied orbital energy (alpha / beta): -0.4691 / -0.4628 Eh
- ΔE to the lowest compared entry with this formula, charge and spin: 0.0000 eV
- ⟨S²⟩: 2.02
- Orbital gap (alpha / beta): 6.15 / 6.32 eV

***

Entry 3:
This record from the OMol25 dataset describes a molecular structure, C40H37N4NiO4P2STe. The level of theory is ωB97M-V with the def2-TZVPD basis set.

```
90
Properties=species:S:1:pos:R:3
Ni 2.119 -0.789 1.069
O 2.264 -2.782 4.384
C 2.439 -2.282 3.294
O 1.810 -1.245 2.823
C 3.467 -2.824 2.334
C 4.180 -3.980 2.562
C 5.088 -4.386 1.592
C 5.240 -3.625 0.449
C 4.479 -2.474 0.292
N 3.617 -2.085 1.227
H 4.002 -4.527 3.476
H 5.659 -5.297 1.723
H 5.914 -3.917 -0.345
H 4.521 -1.884 -0.610
Te -0.365 3.109 0.182
C -2.131 3.826 1.091
C -2.769 4.966 0.620
C -3.946 5.378 1.230
N -4.517 4.743 2.250
C -3.894 3.649 2.694
C -2.715 3.156 2.159
C -0.949 1.073 0.224
P 0.028 0.046 1.296
C -0.996 -1.446 1.580
C -0.475 -2.729 1.474
C -1.272 -3.838 1.725
C -2.595 -3.671 2.103
C -3.131 -2.394 2.191
C -2.342 -1.292 1.910
C 0.033 0.891 2.922
C 1.000 1.870 3.141
C 1.051 2.564 4.338
C 0.142 2.278 5.347
C -0.800 1.280 5.153
C -0.851 0.587 3.951
P -1.066 0.631 -1.480
C -2.362 1.720 -2.151
C -3.576 1.934 -1.506
C -4.526 2.781 -2.058
C -4.265 3.425 -3.261
C -3.051 3.223 -3.904
C -2.103 2.374 -3.351
C -1.705 -1.053 -1.734
C -0.845 -1.952 -2.360
C -1.262 -3.248 -2.635
C -2.544 -3.649 -2.301
C -3.407 -2.757 -1.673
C -2.986 -1.469 -1.386
H -2.379 5.516 -0.228
H -4.464 6.260 0.866
H -4.364 3.140 3.530
H -2.264 2.258 2.561
H 0.553 -2.878 1.166
H -0.855 -4.831 1.621
H -3.215 -4.535 2.304
H -4.172 -2.258 2.457
H -2.766 -0.294 1.932
H 1.731 2.085 2.371
H 1.806 3.326 4.484
H 0.181 2.817 6.285
H -1.493 1.025 5.945
H -1.573 -0.208 3.837
H -3.764 1.480 -0.540
H -5.461 2.952 -1.540
H -5.005 4.088 -3.692
H -2.840 3.732 -4.836
H -1.146 2.214 -3.832
H 0.167 -1.661 -2.622
H -0.569 -3.929 -3.113
H -2.875 -4.657 -2.520
H -4.407 -3.070 -1.397
H -3.663 -0.791 -0.881
C 5.739 -0.255 -2.403
N 4.631 0.114 -3.264
C 3.307 -0.504 -3.005
S 3.361 -2.278 -2.732
N 2.435 -0.126 -4.122
C 2.728 1.053 -4.914
H 6.656 0.171 -2.816
H 5.820 -1.341 -2.405
H 5.646 0.090 -1.361
H 4.539 1.124 -3.298
H 1.480 -0.098 -3.787
H 3.687 0.947 -5.419
H 2.733 2.014 -4.365
H 1.958 1.135 -5.682
O 2.807 -0.127 -0.609
C 2.845 0.269 -1.767
O 0.174 0.773 -2.312
H 2.691 1.349 -1.948
```

- Charge: -1
- Lowest unoccupied orbital energy: 0.0800 Eh
- Orbital gap: 6.21 eV

***

Entry 4:
This record from the OMol25 dataset describes a molecular structure, C40H38Cl2HgN3O3S2 in a non-equilibrium geometry. The level of theory is ωB97M-V with the def2-TZVPD basis set.

```
89
Properties=species:S:1:pos:R:3
Hg 0.330 1.137 -1.176
C 1.838 2.142 3.378
C 0.601 2.434 4.235
C 0.735 3.829 4.847
C -0.650 2.243 3.401
C -1.328 3.296 2.799
C -2.439 3.064 2.004
C -2.906 1.777 1.775
C -4.082 1.548 0.867
C -2.237 0.722 2.382
C -1.128 0.953 3.182
H 1.892 2.847 2.547
H 1.800 1.148 2.935
H 2.748 2.228 3.980
H 0.570 1.704 5.053
H 0.937 4.567 4.070
H 1.575 3.846 5.545
H -0.171 4.123 5.382
H -0.986 4.314 2.933
H -2.938 3.898 1.523
H -4.394 0.503 0.883
H -3.800 1.805 -0.157
H -4.930 2.175 1.150
H -2.571 -0.294 2.210
H -0.623 0.110 3.643
C -2.407 1.659 -4.903
C -1.725 1.992 -3.592
N -0.722 1.199 -3.156
N -0.391 0.115 -3.893
C 0.698 -0.528 -3.598
S 1.982 -0.067 -2.497
S 1.017 -2.007 -4.506
C -0.713 -2.642 -4.723
C -1.272 -3.249 -3.485
C -1.154 -4.618 -3.243
C -1.746 -5.195 -2.131
C -2.459 -4.409 -1.233
C -2.541 -3.038 -1.441
C -1.953 -2.462 -2.554
C -2.098 3.196 -2.907
C -3.021 4.070 -3.541
C -3.399 5.296 -3.022
C -2.861 5.723 -1.815
C -1.978 4.890 -1.139
C -1.584 3.621 -1.613
O -0.802 2.929 -0.825
H -2.095 0.668 -5.215
H -2.120 2.371 -5.686
H -3.494 1.673 -4.793
H -0.618 -3.366 -5.532
H -1.281 -1.774 -5.047
H -0.582 -5.225 -3.937
H -1.665 -6.264 -1.965
H -2.932 -4.861 -0.369
H -3.078 -2.413 -0.740
H -2.009 -1.390 -2.702
H -3.446 3.785 -4.495
H -4.097 5.924 -3.568
H -3.128 6.691 -1.402
H -1.542 5.199 -0.195
Cl 3.708 -1.255 4.719
C 4.274 -0.785 3.132
C 4.865 0.458 3.010
C 5.298 0.871 1.765
C 5.189 0.011 0.690
C 4.648 -1.257 0.839
Cl 4.756 -2.284 -0.545
C 4.108 -1.683 2.068
N 3.511 -2.917 2.325
C 2.749 -3.645 1.345
C 3.343 -4.734 0.718
C 2.652 -5.453 -0.239
C 1.355 -5.080 -0.571
C 0.750 -4.023 0.083
C 1.425 -3.297 1.065
C 0.725 -2.169 1.773
C 0.615 -0.895 0.889
O -0.370 -0.849 0.108
O 1.485 -0.016 1.061
H 4.960 1.094 3.879
H 5.730 1.854 1.635
H 5.523 0.302 -0.296
H 3.060 -2.916 3.227
H 4.370 -4.971 0.964
H 3.131 -6.283 -0.743
H 0.808 -5.612 -1.339
H -0.256 -3.723 -0.184
H 1.259 -1.884 2.680
H -0.296 -2.472 2.013
```

- Multiplicity: 2
- Charge: -2
- Lowest unoccupied orbital energy (alpha / beta): 0.1454 / 0.1454 Eh
- ΔE to the lowest compared entry with this formula, charge and spin: 0.1736 eV
- ⟨S²⟩: 0.79
- Orbital gap (alpha / beta): 2.81 / 5.28 eV

***

Values for DFT total energy, eV, ordered as above
-176302.3293 -160077.4767 -133982.3511 -103601.3110